[1]
{"formula": "C8H15N2OS", "method": "ωB97M-V with the def2-TZVPD basis set", "charge": 1, "relative_energy_kj_mol": 542.88, "energy_ev": -24391.5415, "gap_ev": [8.26, 8.26], "elements": ["C", "C", "C", "C", "C", "C", "C", "C", "N", "N", "O", "S", "H", "H", "H", "H", "H", "H", "H", "H", "H", "H", "H", "H", "H", "H", "H"], "coordinates": [[-2.503440, 0.016690, 1.085061], [1.905090, 1.161218, 1.201125], [0.798691, 1.659157, 0.276719], [2.193121, -0.011638, 0.223568], [-1.717921, -1.024965, -0.770842], [-0.628624, -0.991506, 0.299609], [1.016001, 0.387592, -0.601352], [1.426839, -0.930278, -2.796561], [-1.266300, -0.362180, 1.403936], [-3.253339, 0.718176, 1.962872], [-2.775793, -0.199820, -0.144874], [0.733126, 0.649171, -2.284150], [2.787761, 1.957490, 1.311324], [1.663981, 0.699055, 2.115220], [-0.208884, 1.937329, 0.806098], [1.013776, 2.660654, -0.120008], [3.123707, 0.134983, -0.164259], [2.242225, -1.010955, 0.446354], [-1.307860, -0.369934, -1.658549], [-1.892451, -2.118105, -1.106815], [-0.112781, -1.882449, 0.345896], [1.027477, -1.747537, -2.224349], [2.563175, -1.049454, -2.473152], [1.330012, -0.936190, -3.959515], [-0.896196, -0.560376, 2.344245], [-3.092906, 0.424763, 2.904837], [-4.168486, 0.789108, 1.577563]], "forces_ev_per_angstrom": [[2.254, 0.534, 1.716], [2.364, 0.851, -0.457], [-1.787, 0.850, 1.316], [-0.681, 1.858, -0.272], [2.690, 0.649, -1.043], [-0.022, 3.040, -2.960], [-3.329, 1.626, 1.385], [2.772, 0.227, -1.666], [0.852, -1.572, 0.712], [0.499, -1.058, -2.149], [-1.422, -0.761, -0.964], [0.559, -1.113, 0.636], [-1.848, -2.070, -0.018], [-0.652, 0.308, 1.569], [1.332, -1.223, -0.971], [0.365, -0.578, -0.644], [2.536, 0.715, -1.973], [-0.348, -2.419, 1.518], [-1.135, -1.269, 1.072], [-0.950, 2.020, 0.589], [1.057, -1.718, 1.147], [-1.023, -0.462, -0.379], [-2.072, 0.832, -1.054], [0.193, -0.652, 2.280], [-0.624, 0.699, -0.616], [-0.433, 0.281, 0.619], [-1.146, 0.405, 0.604]], "mulliken_charge": [0.457, -0.467, -0.692, -1.136, -0.020, -0.783, 0.684, -0.781, -0.073, -0.386, -0.349, -0.021, 0.295, 0.212, 0.077, 0.344, 0.463, 0.461, 0.093, 0.280, 0.604, 0.255, 0.253, 0.344, 0.318, 0.261, 0.308]}

[2]
{"formula": "C8H15N3O2S", "method": "ωB97M-V with the def2-TZVPD basis set", "charge": 0, "relative_energy_kj_mol": 224.13, "energy_ev": -27934.7546, "gap_ev": 7.47, "elements": ["C", "C", "C", "C", "C", "C", "C", "C", "N", "N", "N", "O", "O", "S", "H", "H", "H", "H", "H", "H", "H", "H", "H", "H", "H", "H", "H", "H", "H"], "coordinates": [[-1.111272, 0.104207, -2.138699], [-1.704799, 0.428881, -3.832214], [-0.291494, 0.260418, 0.154943], [1.491481, 0.492012, 1.970382], [1.813354, 1.724361, -0.114110], [-2.240499, 1.647691, -0.675151], [-0.639140, -3.687410, -2.059219], [0.726394, 1.213844, 0.814519], [-0.376878, -0.881386, -2.342269], [-1.202616, 0.689611, -0.972333], [0.664394, -1.341258, -1.889950], [-1.490889, 1.561154, -3.996561], [-2.013046, -0.560742, -4.334500], [0.861985, -2.893183, -1.441187], [-0.968036, -0.144686, 1.005503], [1.791153, -0.487836, 1.469042], [0.814107, 0.528457, 2.760319], [2.422370, 0.957757, 2.308536], [2.415900, 0.977892, -0.427892], [2.595351, 2.366821, 0.436309], [1.379657, 2.319344, -0.893724], [-1.650304, 2.481111, -0.248784], [-2.693313, 1.941396, -1.531942], [-2.935164, 1.279392, 0.060748], [-0.993136, -4.445559, -1.363942], [-0.592008, -4.034463, -3.043130], [-1.399341, -2.905857, -2.064609], [0.210138, 2.016314, 1.290556], [0.255428, -0.517169, -0.342808]], "forces_ev_per_angstrom": [[-1.812, 1.907, -1.498], [0.629, 1.043, 2.571], [-1.665, -0.191, 1.003], [0.397, -0.910, -2.850], [-0.705, 3.434, 1.970], [2.658, 0.144, 2.490], [-0.809, 0.928, 1.898], [1.487, 0.074, 0.079], [1.277, -3.620, 0.987], [0.967, -0.176, 1.712], [1.513, 1.133, -0.391], [0.456, 4.483, -0.887], [-1.549, -4.386, -2.038], [-0.191, -1.498, -0.871], [0.993, 0.407, -1.368], [-0.530, 0.649, 1.542], [-0.890, -1.190, 1.728], [-0.283, 0.339, -0.430], [1.537, -2.781, -1.672], [-1.545, -0.504, -0.517], [0.144, 0.180, -0.815], [-0.889, 0.092, -0.040], [-1.458, 0.885, -2.598], [-0.313, -0.245, 0.284], [0.268, -0.140, -0.040], [0.589, -0.696, -1.455], [-0.082, 0.038, 0.070], [-0.531, 0.927, 0.059], [0.335, -0.324, 1.077]], "mulliken_charge": [0.561, 0.614, -0.505, -1.442, -1.693, -1.169, -0.706, 0.625, 0.129, 0.052, -0.346, -0.538, -0.519, 0.091, 0.275, 0.296, 0.412, 0.385, 0.432, 0.407, 0.376, 0.327, 0.453, 0.285, 0.350, 0.322, 0.205, 0.428, -0.107]}